1.
This record from the OMol25 dataset describes 10 unconnected molecules or ions with the total composition C24H67BIN3O13PS9. The level of theory is ωB97M-V/def2-TZVPD.

Computed properties:
Lowest unoccupied orbital energy, eV: -2.66
Net charge: +1
Multiplicity: 1
HOMO energy, eV: -10.124
HOMO-LUMO gap, eV: 7.46

```
119
Properties=species:S:1:pos:R:3:forces:R:3:lowdin_charge:R:1
C 1.5210 -1.5175 1.0272 0.45 0.86 0.12 -0.082
C 1.1509 0.0305 0.8590 0.61 -1.13 -0.76 -0.162
C -0.0674 0.2265 -0.1400 0.78 1.68 0.32 -0.224
C 0.3756 1.3391 -1.2159 -1.27 -0.04 0.66 -0.032
C -1.3536 0.7639 0.5230 1.16 -2.02 -0.92 -0.115
N -1.6073 1.9098 1.1951 -0.28 -3.19 -1.61 0.139
N -2.9186 1.9121 1.5467 -1.04 -0.08 0.10 0.095
C -3.4869 0.8123 1.1024 0.76 -0.27 -1.36 -0.395
P -5.3239 0.4174 1.3246 -1.09 -1.11 0.83 0.576
O -5.6508 -1.0456 0.5659 1.53 2.38 -0.36 -0.395
I -6.5579 2.0596 -0.0516 0.60 -0.20 0.08 0.456
N -2.5026 0.0132 0.4322 0.32 4.32 1.93 0.006
O -2.6487 -1.1887 -0.1527 0.28 -0.89 0.60 0.131
B -2.5102 -2.2640 0.7918 -0.34 -1.23 1.34 -0.710
O -2.5540 -3.6059 0.4150 0.40 2.15 -1.01 0.193
O -2.3699 -1.9824 2.1474 0.59 -0.35 -1.52 0.185
H 1.3629 -1.8018 2.0928 0.07 -0.24 -0.98 0.073
H 2.6140 -1.6381 0.8037 -1.07 0.05 0.50 0.059
H 0.9874 -2.1714 0.2899 0.11 0.52 0.82 0.057
H 1.0316 0.5536 1.8384 -0.03 -0.42 -0.82 0.090
H 2.0478 0.4812 0.3524 -0.97 -0.19 0.62 0.113
H -0.2996 -0.7516 -0.6228 -0.03 0.98 0.32 0.112
H -0.5725 1.8857 -1.4873 1.13 -0.39 -0.32 0.080
H 1.0595 2.0697 -0.7063 -0.55 -0.73 -0.64 0.091
H 0.8407 0.8785 -2.1161 -0.28 0.42 0.77 0.093
H -0.9114 2.6413 1.3773 -0.60 -0.24 0.31 0.184
H -5.4088 -0.8845 -0.3864 -0.25 -0.61 0.12 -0.007
H -2.4829 -3.6709 -0.5573 -0.24 -0.34 0.48 0.106
H -1.9044 -2.7494 2.5344 -0.55 0.44 0.13 0.136
C -4.1144 -0.9203 -4.5721 -0.04 -0.18 0.08 -0.238
S -3.9691 0.2388 -3.2043 0.04 0.15 -0.41 0.825
O -4.8010 -0.2923 -2.0771 -0.17 -0.16 0.25 -0.614
C -4.8995 1.5689 -3.9770 -0.02 0.07 0.05 -0.258
H -3.6265 -1.8523 -4.2869 0.06 0.08 0.01 0.041
H -5.1660 -1.1122 -4.7878 -0.01 0.10 0.09 0.068
H -3.6191 -0.5090 -5.4521 0.03 0.05 0.09 0.069
H -5.9026 1.2232 -4.2286 0.05 -0.07 0.03 0.072
H -4.3793 1.9016 -4.8780 -0.01 -0.04 -0.02 0.042
H -4.9677 2.3972 -3.2719 0.04 -0.09 0.05 0.031
C -4.6022 6.0013 -7.8250 -0.08 0.05 -0.07 -0.259
S -3.7991 4.7906 -6.7619 -0.05 0.11 0.04 0.793
O -4.4057 3.4587 -7.0589 0.01 0.07 0.17 -0.569
C -4.5238 5.3829 -5.2222 -0.11 0.12 0.03 -0.263
H -4.3171 5.7946 -8.8559 0.04 -0.07 0.08 0.052
H -5.6854 5.9234 -7.7250 0.04 -0.07 0.05 0.061
H -4.2689 7.0033 -7.5512 0.05 -0.06 0.05 0.058
H -5.6124 5.3438 -5.2858 0.03 -0.07 -0.08 0.063
H -4.1926 6.4063 -5.0350 0.11 -0.04 -0.02 0.038
H -4.1831 4.7385 -4.4119 0.06 -0.01 -0.08 0.034
C 1.3847 1.1215 5.4927 0.13 -0.07 -0.04 -0.255
S 0.2973 2.0816 4.4264 0.00 -0.04 0.30 0.776
O 1.1447 2.7197 3.3718 -0.25 -0.04 -0.11 -0.569
C -0.0961 3.3481 5.6450 0.02 0.10 0.00 -0.262
H 1.7819 0.2862 4.9156 -0.03 0.07 -0.06 0.048
H 2.2083 1.7453 5.8417 -0.05 0.05 -0.07 0.065
H 0.8162 0.7376 6.3406 -0.06 0.04 -0.06 0.058
H 0.8198 3.8333 5.9839 0.02 -0.06 -0.07 0.063
H -0.6150 2.8913 6.4885 0.00 -0.04 -0.06 0.058
H -0.7466 4.0858 5.1767 0.02 -0.08 -0.04 0.052
C 6.0096 -2.0136 4.3983 -0.11 0.15 -0.06 -0.283
S 5.5508 -1.5275 2.7283 0.16 -0.07 0.10 0.830
O 4.0612 -1.3650 2.6990 0.02 -0.08 0.06 -0.590
C 5.9348 -3.1090 1.9607 -0.04 -0.12 0.03 -0.261
H 5.8127 -1.1750 5.0665 -0.02 0.04 -0.12 0.051
H 5.4184 -2.8740 4.7120 0.04 -0.02 -0.09 0.054
H 7.0699 -2.2570 4.4286 -0.07 -0.02 -0.03 0.028
H 5.3462 -3.9008 2.4271 -0.04 0.10 0.07 0.058
H 7.0001 -3.3169 2.0699 0.00 0.10 -0.08 0.037
H 5.6868 -3.0473 0.9018 0.05 0.10 0.04 0.051
C -0.2848 7.5405 -2.8321 -0.02 -0.08 0.11 -0.273
S -0.6935 7.9824 -4.5308 -0.04 0.07 -0.04 0.814
O -2.1768 8.1091 -4.6141 0.13 -0.22 0.05 -0.561
C -0.2530 6.3930 -5.2540 0.00 -0.13 0.02 -0.273
H -0.5232 8.3883 -2.1910 -0.01 0.01 -0.11 0.051
H -0.8710 6.6741 -2.5216 -0.04 0.02 -0.08 0.053
H 0.7812 7.3207 -2.7592 -0.02 0.04 -0.05 0.053
H -0.8437 5.6006 -4.7916 -0.04 0.06 0.01 0.048
H 0.8112 6.2044 -5.1058 -0.02 0.07 0.00 0.054
H -0.4681 6.4308 -6.3211 -0.02 0.07 0.05 0.049
C 6.7191 -4.5661 8.0560 -0.13 -0.03 -0.02 -0.268
S 8.2292 -4.4017 7.0872 0.08 -0.03 0.05 0.827
O 7.8395 -3.8995 5.7369 0.03 -0.25 0.20 -0.570
C 8.5498 -6.1681 6.9322 -0.06 -0.09 -0.05 -0.267
H 6.3191 -3.5693 8.2386 0.10 0.00 -0.04 0.050
H 5.9856 -5.1566 7.5051 0.07 0.00 -0.05 0.059
H 6.9481 -5.0436 9.0094 0.05 0.03 -0.03 0.055
H 7.7021 -6.6584 6.4517 -0.01 0.08 0.00 0.059
H 8.7203 -6.5944 7.9215 0.01 0.06 -0.01 0.055
H 9.4417 -6.3025 6.3218 -0.02 0.10 0.03 0.049
C 11.0731 -3.8199 2.2251 -0.02 -0.08 0.10 -0.270
S 10.6215 -3.3352 0.5492 0.04 0.02 -0.01 0.813
O 9.1402 -3.1721 0.5173 0.06 -0.14 0.10 -0.566
C 11.0049 -4.9203 -0.2179 -0.03 -0.12 0.01 -0.272
H 10.8746 -2.9800 2.8899 -0.02 0.01 -0.10 0.050
H 10.4772 -4.6787 2.5376 -0.04 0.03 -0.07 0.056
H 12.1354 -4.0651 2.2598 -0.02 0.04 -0.05 0.054
H 10.4137 -5.7104 0.2471 -0.03 0.07 0.03 0.057
H 12.0693 -5.1304 -0.1054 -0.02 0.06 0.00 0.054
H 10.7586 -4.8573 -1.2770 -0.01 0.09 0.06 0.050
C -12.4918 2.7251 0.5306 -0.11 -0.05 0.04 -0.270
S -10.9590 2.8757 -0.4050 -0.01 0.02 -0.06 0.771
O -11.3116 3.3731 -1.7622 0.03 -0.14 0.17 -0.551
C -10.6479 1.1046 -0.5437 -0.07 -0.12 -0.01 -0.284
H -12.8894 3.7250 0.6994 0.10 -0.01 -0.06 0.051
H -13.2160 2.1369 -0.0344 0.07 0.02 -0.06 0.059
H -12.2876 2.2503 1.4913 0.05 0.02 -0.03 0.053
H -11.4881 0.6183 -1.0411 -0.01 0.08 -0.01 0.059
H -10.5032 0.6817 0.4516 0.02 0.05 -0.01 0.053
H -9.7432 0.9600 -1.1331 -0.02 0.09 0.02 0.025
C 0.1313 -5.6591 -3.8527 0.11 -0.05 0.03 -0.259
S -1.0274 -4.2960 -3.6468 0.01 -0.03 -0.11 0.797
O -0.9373 -3.4448 -4.8627 0.00 -0.02 0.26 -0.543
C -0.1093 -3.4618 -2.3341 0.13 -0.01 0.08 -0.281
H -0.2289 -6.2949 -4.6603 -0.08 0.10 0.03 0.056
H 1.1187 -5.2723 -4.1076 -0.06 0.08 -0.01 0.062
H 0.1799 -6.2392 -2.9300 -0.05 0.03 -0.01 0.057
H 0.8937 -3.2115 -2.6824 -0.04 0.00 -0.03 0.067
H -0.0518 -4.1128 -1.4591 0.00 -0.02 -0.03 0.056
H -0.6424 -2.5466 -2.0716 -0.06 -0.02 -0.12 0.027
```
Positions in Å, forces in eV/Å.



2.
This record from the OMol25 dataset describes a molecular structure, CH3N5O. The level of theory is ωB97M-V/def2-TZVPD.

Computed properties:
Lowest unoccupied orbital energy, eV: 0.31
Multiplicity: 1
HOMO energy, eV: -8.016
Relative energy (zero: lowest compared OMol25 entry of this formula, charge and spin), kcal per mole: 132.4
HOMO-LUMO gap, eV: 8.33

```
10
Properties=species:S:1:pos:R:3:forces:R:3:lowdin_charge:R:1
C 0.3917 0.1914 -0.1001 1.47 -1.01 1.27 -0.569
H 3.2824 -0.4461 0.5639 -4.71 -1.36 -3.43 0.264
H -2.7934 0.0516 -0.2443 1.94 -0.16 0.67 0.187
H -0.8922 1.9018 0.1455 0.87 -3.85 -1.39 0.223
N 1.6073 0.5556 0.0381 -1.31 0.92 -0.63 -0.034
N 0.0178 -1.1317 -0.0924 -3.19 -2.63 -1.10 0.108
N -1.2868 -1.1652 -0.0862 4.19 -7.74 0.33 -0.047
N -1.8263 -0.1204 0.1867 -1.57 7.18 -1.39 0.001
N -0.7270 0.8297 -0.2672 -5.69 8.22 1.86 0.090
O 2.2265 -0.6668 -0.1441 8.01 0.41 3.81 -0.224
```
Positions in Å, forces in eV/Å.



3.
This record from the OMol25 dataset describes a molecular structure, C40H35CrN5O4. The level of theory is ωB97M-V/def2-TZVPD.

Computed properties:
Lowest unoccupied orbital energy (alpha / beta), eV: -3.09 / -3.14
Net charge: +1
Multiplicity: 4
HOMO energy (alpha / beta), eV: -10.027 / -10.167
Relative energy (zero: lowest compared OMol25 entry of this formula, charge and spin), kcal per mole: 0.0
HOMO-LUMO gap (alpha / beta), eV: 6.94 / 7.03

```
85
Properties=species:S:1:pos:R:3:forces:R:3:mulliken_spin:R:1
Cr 0.7932 0.0631 0.4075 0.29 0.38 0.34 3.118
C -3.4231 -2.8246 0.6117 -0.01 -0.01 0.00 0.003
C -4.2570 -1.7217 0.7068 0.02 -0.02 -0.23 -0.001
C -3.8117 -0.4941 0.2439 -0.04 -0.05 0.10 -0.001
C -2.5370 -0.4291 -0.3081 0.07 0.14 -0.11 -0.009
N -1.7404 -1.4820 -0.4064 -0.01 -0.14 -0.16 0.009
C -2.1677 -2.6521 0.0452 -0.04 0.05 -0.01 0.003
C -1.9727 0.8304 -0.8751 -0.09 0.00 0.19 0.036
C -2.8043 1.8063 -1.4138 -0.04 -0.04 -0.05 -0.006
C -2.2495 2.9265 -1.9950 0.06 0.04 -0.01 0.007
C -0.8704 3.0434 -2.0487 -0.08 0.02 0.04 -0.008
C -0.1001 2.0527 -1.4726 0.18 -0.03 -0.05 0.030
N -0.6431 0.9757 -0.8761 0.02 0.06 -0.14 -0.028
C 1.3889 2.0731 -1.5444 -0.19 -0.07 0.02 -0.004
C 2.1170 3.0718 -2.1657 0.09 -0.01 -0.05 -0.012
C 3.4925 2.9309 -2.2655 -0.04 0.07 -0.03 0.008
C 4.0999 1.7891 -1.7737 0.03 -0.11 0.01 -0.002
C 3.3083 0.8437 -1.1472 -0.04 0.04 -0.06 0.014
N 1.9954 1.0033 -1.0129 -0.10 0.06 0.14 -0.053
H -3.7391 -3.7981 0.9607 -0.01 0.00 0.01 0.000
H -5.2477 -1.8135 1.1332 0.12 -0.06 -0.36 0.000
H -4.4419 0.3800 0.3343 0.05 0.05 -0.03 0.000
H -1.4764 -3.4811 -0.0639 0.02 -0.01 0.00 0.002
H -3.8753 1.6676 -1.4082 0.00 -0.04 0.01 0.000
H -2.8816 3.6930 -2.4222 0.00 0.00 -0.01 0.000
H -0.4088 3.8933 -2.5260 -0.03 0.01 0.00 0.000
H 1.6314 3.9473 -2.5674 0.01 -0.01 -0.01 0.000
H 4.0815 3.7042 -2.7399 0.00 0.00 -0.01 0.000
H 5.1639 1.6274 -1.8673 0.00 0.01 0.00 0.000
H 3.7137 -0.0795 -0.7538 0.03 0.02 0.02 -0.001
N 2.3922 -0.3455 1.7329 -0.09 -0.01 -0.03 -0.060
C 3.0452 0.7852 2.4289 0.00 0.01 -0.02 0.002
C 2.0342 1.5897 3.2278 0.06 -0.04 0.09 0.007
C 1.0928 2.4183 2.3665 0.08 -0.04 -0.19 -0.001
O 0.7032 3.5057 2.7381 -0.03 -0.03 0.06 0.005
O 0.7512 1.8778 1.2310 -0.03 0.02 -0.15 0.015
H 1.9461 -0.9520 2.4165 -0.01 -0.04 0.01 0.000
H 3.0626 -0.9335 1.2465 0.00 -0.01 0.01 0.008
H 3.5144 1.4145 1.6709 0.00 0.01 0.00 -0.001
H 3.8346 0.4121 3.0849 -0.01 -0.01 0.00 -0.001
H 2.5425 2.2592 3.9195 0.00 0.00 -0.01 0.000
H 1.4248 0.9110 3.8377 -0.01 0.02 0.01 0.000
C 1.3134 -1.7059 -0.4054 -0.16 -0.16 0.01 -0.114
C 1.7419 -2.7799 -0.7851 0.07 -0.10 0.01 0.094
C 2.2299 -4.0574 -1.2358 -0.05 0.10 0.00 -0.030
C 1.7615 -5.2409 -0.6625 -0.01 -0.03 0.03 0.014
C 2.2324 -6.4697 -1.0961 0.00 0.01 0.00 -0.006
C 3.1781 -6.5370 -2.1100 -0.01 0.02 0.01 0.012
C 3.6486 -5.3661 -2.6883 -0.01 -0.01 0.01 -0.006
C 3.1793 -4.1364 -2.2559 0.03 0.02 -0.04 0.015
H 1.0224 -5.1874 0.1273 0.00 0.00 0.00 0.001
H 1.8595 -7.3790 -0.6430 0.00 0.00 0.00 0.000
H 3.5443 -7.4966 -2.4494 0.00 0.00 0.00 0.001
H 4.3831 -5.4112 -3.4816 0.00 0.00 0.00 0.000
H 3.5403 -3.2230 -2.7109 0.00 0.00 0.00 0.001
C -5.3515 -2.0344 3.7286 -0.01 0.02 0.18 0.000
O -4.1131 -2.7249 3.8492 -0.09 0.00 -0.02 0.000
C -3.8769 -3.3960 4.9978 -0.14 -0.09 -0.01 0.001
C -4.8354 -3.6810 5.9646 0.00 0.03 -0.05 -0.001
C -4.4953 -4.4203 7.0890 0.05 -0.01 -0.01 0.001
C -3.2012 -4.8850 7.2687 -0.05 0.03 -0.01 0.000
C -2.2390 -4.5823 6.3199 0.02 0.02 0.06 0.001
C -2.5660 -3.8290 5.2048 0.19 0.01 0.02 -0.002
N -1.5518 -3.5838 4.2279 -0.04 -0.15 -0.07 0.006
C -1.2216 -2.4852 3.5724 0.01 0.05 0.08 0.013
C -1.6124 -1.1605 3.7635 -0.07 -0.10 0.08 -0.011
C -2.3814 -0.6929 4.8740 0.10 -0.01 -0.09 0.000
C -2.7358 0.6118 4.9676 0.04 0.12 -0.13 0.002
C -2.3640 1.5064 3.9248 -0.12 0.04 0.20 0.001
C -1.6246 1.1135 2.8525 0.09 -0.15 -0.05 -0.001
C -1.1673 -0.2349 2.7538 -0.15 0.24 -0.02 -0.026
O -0.4118 -0.6411 1.8044 0.26 -0.23 0.05 -0.051
H -5.2697 -1.4362 2.8262 -0.04 0.01 0.45 0.000
H -5.5122 -1.3790 4.5867 -0.01 0.00 0.01 0.000
H -6.1830 -2.7353 3.6345 -0.03 0.00 -0.01 0.000
H -5.8529 -3.3440 5.8315 0.00 0.00 0.01 0.000
H -5.2572 -4.6391 7.8247 0.00 0.00 0.00 0.000
H -2.9386 -5.4670 8.1401 -0.01 0.00 0.01 0.000
H -1.2163 -4.9155 6.4501 0.00 0.00 -0.01 0.000
H -1.0305 -4.4088 3.9698 -0.04 -0.01 -0.07 0.000
H -0.5230 -2.6606 2.7606 0.04 0.04 0.00 -0.003
H -2.6538 -1.3843 5.6594 0.03 0.06 0.00 0.001
H -3.2904 0.9758 5.8205 -0.01 0.01 0.00 0.001
H -2.6642 2.5450 3.9954 0.00 0.00 0.00 0.000
H -1.3127 1.8182 2.0940 -0.10 -0.02 0.02 0.011
```
Positions in Å, forces in eV/Å.



Number 1: E -6344.23027 Ha. Number 2: E -388.65873 Ha. Number 3: E -3164.34469 Ha.